No. 1
Density functional theory data (ωB97M-V/def2-TZVPD) for a cluster of 9 separate species, C17H52N8O9 in total.

```
86
Properties=species:S:1:pos:R:3:forces:R:3:mulliken_charge:R:1
N 2.8193 16.0918 33.1125 -0.034 0.256 -0.046 -0.091
C 2.9358 14.9783 32.3248 -0.286 -0.510 -0.637 0.369
N 3.1216 15.2557 30.9891 -0.016 -0.026 0.749 -0.031
O 2.8563 13.8372 32.7495 0.289 0.160 0.298 -0.694
H 2.8783 15.9836 34.1062 -0.068 -0.053 0.010 0.162
H 2.8475 16.9994 32.6770 0.104 0.073 0.163 0.048
H 2.8624 16.1768 30.6683 0.217 -0.107 -0.431 0.032
H 3.0425 14.4520 30.3925 -0.121 0.160 -0.224 0.204
N 4.4414 18.0970 27.6527 0.113 0.390 -0.044 -0.301
C 4.5319 16.7377 27.7503 -0.117 -0.561 -0.347 0.636
N 5.8088 16.2430 27.8133 -0.077 0.401 0.000 -0.388
O 3.5586 16.0012 27.7265 0.010 0.268 0.353 -0.638
H 5.2410 18.7018 27.6039 0.089 -0.118 0.086 0.134
H 3.5412 18.5347 27.7043 -0.116 -0.234 -0.062 0.188
H 5.9242 15.2664 28.0063 0.001 -0.028 -0.082 0.196
H 6.6028 16.8553 27.7906 0.113 -0.136 0.136 0.177
N 3.9353 20.2565 35.7074 0.013 -0.461 0.497 -0.488
C 3.6136 20.4540 34.3928 0.162 0.387 -0.315 0.603
N 2.4621 19.8539 34.0055 0.051 -0.237 0.239 -0.242
O 4.2719 21.1637 33.6368 0.037 -0.107 0.439 -0.830
H 3.6051 19.4098 36.1432 -0.119 0.086 0.032 0.194
H 4.8389 20.5280 36.0547 0.109 0.241 -0.449 0.258
H 2.0794 20.0281 33.0898 -0.020 -0.131 -0.055 0.115
H 1.9544 19.3195 34.6866 -0.330 0.015 -0.244 0.184
N 2.3016 23.8775 33.2553 -0.177 -0.470 0.350 -0.309
C 2.8448 24.0429 32.0127 0.300 0.790 -0.532 0.504
N 3.7389 23.0796 31.6486 -0.530 -0.416 0.632 -0.042
O 2.5652 25.0054 31.3099 -0.003 -0.180 0.100 -0.699
H 1.6857 24.5793 33.6168 -0.056 0.063 -0.170 0.179
H 2.4897 23.0627 33.8134 0.111 0.118 -0.010 0.173
H 4.3214 23.2391 30.8533 -0.117 0.135 -0.101 0.034
H 3.9538 22.3596 32.3368 0.334 0.113 -0.468 0.423
C -0.3841 19.0620 29.0335 -0.209 0.036 0.162 -1.204
C -0.3018 19.1578 30.5454 -0.271 -0.092 0.500 0.305
C -0.2135 17.8039 31.2290 -0.035 0.038 0.011 -1.134
O 0.8482 19.9428 30.9465 -0.119 -0.096 0.146 -0.468
H -0.2812 20.0637 28.6149 0.113 -0.090 -0.200 0.363
H -1.3597 18.6801 28.7285 -0.003 -0.036 0.047 0.402
H 0.3692 18.3786 28.6389 0.137 0.170 -0.046 0.194
H -1.2053 19.6415 30.9316 0.106 0.230 -0.066 0.453
H 0.0205 17.8694 32.2926 0.085 0.270 -0.036 0.300
H 0.5488 17.1831 30.7595 -0.138 -0.192 -0.019 0.130
H -1.1964 17.3337 31.1802 0.136 -0.233 -0.252 0.438
H 0.6466 20.8766 30.8273 0.110 0.022 -0.163 0.242
C 8.3756 15.9699 30.9864 -0.115 0.064 0.156 -0.840
C 8.4376 14.9757 32.1275 -0.439 -0.529 0.076 0.485
C 7.0704 14.6860 32.7313 0.143 -0.078 0.203 -1.057
O 8.9049 13.6914 31.6904 0.209 0.245 0.027 -0.569
H 9.3480 16.0926 30.5067 0.008 0.064 0.021 0.456
H 8.0470 16.9281 31.3956 0.089 0.096 -0.171 0.077
H 7.6477 15.6523 30.2375 0.018 -0.049 0.009 0.113
H 9.0885 15.3654 32.9204 0.101 -0.037 -0.070 0.235
H 7.1895 14.0013 33.5722 0.011 0.059 0.040 0.412
H 6.4283 14.1754 32.0131 -0.038 0.191 -0.123 0.410
H 6.5832 15.5921 33.0961 -0.038 0.001 -0.122 -0.041
H 9.8286 13.7731 31.4339 0.002 -0.016 -0.040 0.325
C 7.2240 18.1775 34.8801 -0.103 -0.279 -0.254 -0.690
C 6.7465 17.9854 36.3032 -0.099 -0.187 0.307 0.508
C 5.5294 17.0831 36.3614 -0.799 -0.422 0.018 -1.078
O 7.8004 17.3662 37.0529 0.105 0.174 -0.092 -0.557
H 7.6558 17.2351 34.5331 0.153 0.059 0.090 0.145
H 7.9668 18.9684 34.7993 0.041 -0.020 -0.009 0.381
H 6.3936 18.3771 34.1982 -0.018 0.251 0.121 -0.090
H 6.5193 18.9518 36.7690 -0.045 0.044 -0.111 0.347
H 5.7728 16.0779 36.0110 0.160 0.078 -0.115 0.329
H 4.6918 17.4350 35.7481 0.248 0.128 -0.197 -0.052
H 5.0986 16.9446 37.3570 0.372 0.197 0.169 0.373
H 7.8852 17.8061 37.9018 -0.013 -0.057 0.025 0.364
C 6.2167 21.8862 29.1948 -0.193 0.380 -0.120 -0.773
C 7.7034 21.6112 29.2849 -0.273 -0.194 -1.034 -0.383
O 8.1557 20.9050 28.1184 -0.066 -0.233 0.207 -0.545
H 5.9927 22.5677 28.3679 0.117 0.004 -0.019 0.517
H 5.8632 22.3828 30.0951 0.056 -0.105 0.139 -0.011
H 5.6196 20.9905 29.0258 0.163 -0.137 0.155 0.308
H 7.9250 20.9568 30.1232 0.194 0.161 0.130 0.270
H 8.2507 22.5550 29.3244 0.052 -0.028 0.486 0.308
H 7.7915 21.3415 27.3427 0.051 0.082 -0.008 0.300
C 5.2995 18.0297 31.2510 0.014 -1.088 -0.332 -0.461
C 4.1247 18.9042 30.8648 1.029 0.481 1.252 0.419
O 2.9460 18.1595 30.6744 -0.087 -0.124 -0.180 0.064
H 5.0802 17.4645 32.1628 -0.098 0.195 0.062 -0.282
H 6.1938 18.6211 31.4481 -0.058 0.158 -0.124 0.495
H 5.5351 17.2466 30.5235 0.022 0.248 -0.192 0.064
H 4.3636 19.5501 30.0185 -0.121 -0.139 -0.134 0.022
H 4.0652 19.5343 31.7635 -0.596 0.421 -0.362 -0.210
H 2.2233 18.7923 30.5352 0.062 0.033 0.166 -0.170
```
Forces are in eV/Å.

total energy = -48824.77859 eV
charge = 0
highest occupied orbital energy = -9.31 eV
frontier orbital gap = 9.3792 eV
ΔE to the lowest compared entry with this formula, charge and spin = 77.0 kJ/mol
SMILES string = NC(N)=O.NC(N)=O.NC(N)=O.NC(N)=O.CC(C)O.CC(C)O.CC(C)O.CCO.CCO
lowest unoccupied orbital energy = 0.07 eV

***

No. 2
Density functional theory data (ωB97M-V/def2-TZVPD) for a structure of composition C17H53B2N3O5Sn2.

```
82
Properties=species:S:1:pos:R:3:forces:R:3:mulliken_charge:R:1
Sn -0.9153 -0.1547 -4.1065 -0.034 1.482 2.505 1.207
Sn -4.1235 0.3159 -0.7196 1.594 0.428 1.650 1.008
B -3.3729 1.3918 -3.3259 0.403 -0.374 -0.590 0.812
H -3.1041 0.4174 -2.6807 0.097 -0.805 0.596 -0.441
H -2.4261 2.1038 -3.3630 1.072 0.321 0.046 -0.201
H -3.6636 0.9885 -4.3933 -0.258 -0.439 -0.831 -0.181
H -4.2882 1.9805 -2.8858 -0.673 0.468 0.499 -0.157
B -0.9192 -0.0818 -1.0057 -0.024 0.128 -0.600 1.890
H -1.6837 -0.5973 -1.7875 -0.572 -0.984 -1.071 -0.294
H -0.9535 1.0496 -1.3105 -0.033 0.930 -0.039 -0.200
H -1.3198 -0.3054 0.0731 -0.664 -0.313 0.566 -0.761
H 0.1431 -0.5396 -1.1680 0.690 -0.711 0.138 -0.384
C -1.7482 3.5304 -0.6373 0.096 0.991 0.315 -0.621
O -2.7207 2.8607 0.1431 0.034 -0.915 -0.090 -0.201
C -2.6434 3.1038 1.5551 -0.689 0.422 -0.467 -0.494
C -3.5633 2.1245 2.2106 -0.413 -0.053 1.142 -0.947
N -3.1434 0.7553 1.9921 -0.498 -0.073 -2.479 0.447
C -3.8457 -0.2958 2.6848 -0.484 0.366 0.134 -1.054
C -3.3722 -1.6612 2.2444 -0.046 0.337 0.966 -0.031
O -3.5902 -1.8473 0.8536 0.041 0.702 -1.031 -0.360
C -2.7518 -2.8421 0.2471 -0.054 -0.437 0.718 -0.479
H -0.7734 3.4996 -0.1424 0.078 -0.235 -0.142 0.303
H -2.0162 4.5875 -0.7337 -0.040 -0.001 -0.010 0.434
H -1.7011 3.1074 -1.6355 -0.062 -0.187 0.139 -0.107
H -3.0208 4.1109 1.7532 0.112 0.063 0.021 0.453
H -1.6379 3.0402 1.9804 0.198 -0.200 -0.435 0.311
H -4.5979 2.2842 1.8859 0.021 -0.115 -0.299 0.399
H -3.6181 2.3642 3.2814 0.256 -0.024 0.065 0.424
H -2.1206 0.6369 1.9672 -0.311 0.025 0.671 0.075
H -4.9222 -0.1833 2.5084 -0.037 -0.041 -0.133 0.368
H -3.7493 -0.1910 3.7723 0.215 -0.246 0.050 0.462
H -3.9349 -2.3849 2.8402 0.111 -0.293 -0.263 0.509
H -2.3149 -1.7248 2.5186 0.090 -0.289 -0.379 -0.063
H -2.8177 -2.7971 -0.8374 -0.239 0.157 0.015 0.138
H -3.0905 -3.8178 0.5979 0.094 -0.095 -0.155 0.355
H -1.7099 -2.7013 0.5398 -0.012 0.094 -0.011 0.110
C 1.8986 -0.6996 2.4310 0.708 0.388 0.425 -1.505
C 0.4107 -0.9264 2.7031 1.328 0.963 -0.414 1.120
C 0.1389 -1.3064 4.1494 -0.464 -0.064 -0.444 -0.724
O 0.6973 -2.5634 4.4024 -0.342 -0.035 -0.052 -0.357
C 0.5045 -3.0107 5.7326 0.352 -0.443 0.281 -0.789
N -0.2787 0.3546 2.3981 -0.051 -0.225 -0.431 -0.206
H 2.5652 -1.4576 2.8418 -0.199 -0.248 -0.166 0.386
H 2.2192 0.2389 2.8998 -0.097 -0.053 0.244 0.413
H 2.1328 -0.5341 1.3759 -0.226 -0.355 -0.116 0.272
H 0.1116 -1.6640 1.9545 -0.589 -0.273 0.463 -0.294
H -0.9530 -1.2882 4.2827 -0.073 -0.279 0.176 0.245
H 0.5137 -0.5257 4.8246 0.277 -0.007 -0.031 0.420
H -0.5323 -2.9667 6.0774 -0.064 0.411 -0.156 0.309
H 1.1758 -2.4775 6.4099 -0.214 0.166 0.116 0.322
H 0.7712 -4.0652 5.7905 0.165 0.039 -0.272 0.268
H 0.3380 1.1079 2.6908 -0.144 0.048 0.329 0.357
H -0.2598 0.4340 1.3834 0.087 0.069 0.016 -0.637
C 2.4708 2.5709 -0.9129 -0.377 0.942 0.373 -1.153
C 1.7528 2.5753 -2.2550 -0.532 -0.577 -1.390 0.647
C 2.5454 3.1572 -3.4480 1.161 -0.654 1.117 -0.865
O 3.8095 2.5261 -3.5404 0.299 0.008 0.401 -0.327
C 3.9779 1.3623 -4.3207 0.266 0.474 -0.656 -0.481
N 1.4077 1.1511 -2.5030 -0.257 -0.558 -0.287 0.191
H 1.8536 2.1385 -0.1182 -0.280 -0.061 -0.215 0.219
H 2.6386 3.6001 -0.5889 0.462 -0.066 -0.032 0.424
H 3.3874 1.9833 -0.9092 0.180 0.291 -0.325 0.315
H 0.7963 3.1068 -2.2786 0.058 0.172 0.575 0.142
H 2.7792 4.1773 -3.1391 -0.129 0.186 -0.458 0.360
H 2.0784 3.1227 -4.4356 -0.582 0.059 0.243 0.378
H 3.6665 1.5272 -5.3593 -0.324 -0.022 0.053 0.322
H 3.5006 0.4647 -3.9242 0.020 -0.033 0.006 0.152
H 5.0527 1.2039 -4.3868 -0.023 -0.166 0.235 0.240
H 2.2958 0.6520 -2.4688 0.016 -0.121 -0.628 -0.307
H 1.0025 0.8312 -1.6311 -0.464 -0.021 -0.212 -0.477
C 3.0916 -1.7130 -1.6732 -1.254 1.270 0.124 -0.667
C 3.6618 -3.0848 -1.5198 1.202 -1.159 -0.142 0.318
C 2.7165 -4.2490 -1.8121 -0.537 0.874 0.247 -1.317
O 4.7965 -3.1319 -2.3934 -0.247 0.122 -0.249 -0.551
H 2.2045 -1.5274 -1.0564 0.192 -0.354 0.437 -0.125
H 2.6892 -1.4642 -2.6641 0.382 -0.686 -0.379 0.177
H 3.7813 -0.8939 -1.4590 0.359 -0.336 0.180 0.481
H 4.0664 -3.2719 -0.5182 -0.305 0.521 0.252 0.256
H 2.0049 -4.3465 -0.9879 -0.078 0.002 -0.043 0.266
H 3.2428 -5.1990 -1.8765 0.078 0.062 -0.203 0.432
H 2.1565 -4.0207 -2.7213 0.062 -0.383 -0.149 0.300
H 5.1501 -4.0262 -2.3628 0.135 0.032 -0.056 0.324
```
Forces are in eV/Å.

total energy = -46189.58214 eV
charge = +2
highest occupied orbital energy = -14.05 eV
frontier orbital gap = 5.5750 eV
ΔE to the lowest compared entry with this formula, charge and spin = 0.0 kJ/mol
lowest unoccupied orbital energy = -8.47 eV

***

No. 3
Density functional theory data (ωB97M-V/def2-TZVPD) for a structure of composition C17H53N3O8.

```
81
Properties=species:S:1:pos:R:3:forces:R:3:mulliken_charge:R:1
C -0.1438 -0.6780 0.7642 1.095 -0.650 0.485 0.703
O 0.8702 -0.5293 -0.1988 -4.215 1.213 0.190 -0.456
H 0.1958 -1.5253 1.3598 -0.704 0.418 -0.646 -0.428
H -0.1940 0.2078 1.3975 -0.043 -0.684 0.005 0.089
H -1.1127 -0.9268 0.3312 0.097 0.311 0.044 0.072
H 0.6086 0.1834 -0.7864 -1.117 -0.007 -0.352 -0.720
C 2.4230 -1.7001 1.7685 1.095 0.767 -2.195 -0.496
O 2.6891 -1.2527 0.4458 6.160 -2.740 1.899 -0.836
H 3.3415 -2.1903 2.0910 -0.096 -0.035 0.415 0.356
H 2.1930 -0.8747 2.4423 0.453 -0.602 -1.291 0.177
H 1.6111 -2.4274 1.7713 0.356 -0.331 0.051 0.267
H 1.9725 -0.8074 -0.0122 0.786 -0.361 0.986 0.825
C -2.4836 0.6143 2.4301 -0.119 -0.951 0.102 0.610
O -2.3255 1.9934 2.5738 0.048 0.965 0.170 -0.538
H -3.5320 0.3183 2.3942 -0.165 0.141 -0.043 0.425
H -1.9905 0.2815 1.5168 -0.538 0.192 0.221 -0.096
H -2.0366 0.0670 3.2600 0.007 -0.060 -0.099 -0.570
H -1.9586 2.1991 3.4368 -0.098 -0.031 -0.044 0.336
C -0.2682 -2.1023 -1.7116 0.887 1.010 0.571 -1.355
O -1.3338 -2.7342 -2.3670 0.786 7.276 -6.568 -0.384
H 0.5544 -1.9476 -2.4098 -0.852 -1.361 1.581 0.519
H -0.6170 -1.1476 -1.3178 0.090 -0.835 -0.943 0.281
H 0.0435 -2.6452 -0.8192 -0.071 -0.426 -0.654 0.569
H -1.6048 -2.1865 -3.1074 -0.157 -0.073 -0.382 0.451
C -1.9103 -3.5033 0.1057 1.116 -1.839 0.355 -0.261
O -1.7482 -4.1799 -1.1074 -2.070 -5.074 5.177 -0.767
H -2.3742 -4.1691 0.8334 -1.018 0.340 -0.179 0.436
H -0.9311 -3.4479 0.5811 0.427 0.612 0.295 -0.069
H -2.3176 -2.4943 0.0409 -0.529 -0.033 -0.014 0.120
H -1.3027 -3.6021 -1.7312 -0.663 -3.767 1.190 0.636
C -0.3570 -2.0662 6.1414 1.396 1.518 0.913 -1.772
C -0.6902 -1.7861 4.7050 0.891 -0.853 0.883 0.556
C 0.5326 -2.0056 3.7909 -1.379 1.399 -0.018 -1.048
O 1.6739 -1.1950 4.1043 -0.944 0.012 1.497 -0.463
C 1.5218 0.2444 3.9502 0.464 -0.518 0.892 -1.065
N -1.6955 -2.7780 4.3876 -0.978 -0.092 -1.208 -0.648
H -0.0425 -3.0956 6.3134 -0.145 -0.052 -0.063 0.438
H -1.1595 -1.7714 6.8176 -0.224 -0.302 -0.051 0.484
H 0.4818 -1.4256 6.4138 0.292 -0.052 0.350 0.282
H -1.0199 -0.7515 4.6102 -0.353 -0.148 -0.092 -0.100
H 0.2378 -1.7519 2.7727 -0.324 -0.178 0.896 0.410
H 0.6907 -3.0837 3.7615 1.040 0.080 0.368 0.491
H 1.4295 0.6658 4.9513 -0.543 0.136 -0.035 0.333
H 0.7692 0.6113 3.2523 -0.507 -0.470 0.204 0.226
H 2.4415 0.6864 3.5669 0.337 -0.486 -0.082 0.351
H -1.2977 -3.6677 4.6526 0.302 -0.387 -0.398 0.355
H -2.4309 -2.7228 5.0776 -0.456 0.421 -0.059 0.329
C -0.4595 2.3661 0.1696 0.056 0.781 -0.603 -2.328
C -0.0311 2.0315 -1.2576 0.433 3.225 1.086 0.361
C 1.5176 2.1499 -1.4717 -0.198 -0.142 0.017 -1.333
O 2.0477 3.4467 -1.2732 -0.976 0.257 0.384 -0.483
C 3.4046 3.5556 -1.6518 -0.407 -0.384 0.243 -0.687
N -0.4846 0.7464 -1.5670 -2.603 -0.078 -0.260 -0.110
H -0.0662 1.6281 0.8686 0.292 1.016 -0.121 0.137
H -1.5431 2.3332 0.2826 -0.072 -0.073 -0.182 0.420
H -0.1715 3.3994 0.3633 0.231 -0.155 0.511 0.704
H -0.5256 2.7097 -1.9530 0.582 0.936 0.603 0.857
H 1.7362 1.8157 -2.4859 0.442 0.694 0.706 0.442
H 1.9339 1.3937 -0.8061 0.733 0.292 0.415 1.234
H 3.5282 3.1347 -2.6497 0.279 -0.056 -0.160 0.247
H 4.0037 3.0069 -0.9252 0.371 -0.062 -0.117 0.293
H 3.6995 4.6050 -1.6583 -0.192 -0.056 0.070 0.290
H -1.4905 0.7171 -1.6529 -0.358 0.030 0.863 0.197
H -0.1823 0.6480 -2.5257 -0.742 -0.471 0.375 0.784
C -1.8121 2.5038 -3.8038 1.267 -0.001 0.616 -0.864
C -0.4515 2.6647 -4.4818 -0.330 -0.392 -0.699 0.676
C 0.3133 1.3071 -4.7201 -0.868 0.797 -0.355 -0.832
O 0.7521 0.7904 -3.4589 1.187 -0.347 -5.196 -0.533
C 1.1805 -0.5550 -3.4273 1.850 0.885 -0.931 -0.682
N -0.6429 3.3957 -5.7414 0.851 -0.062 -0.377 -0.769
H -1.5449 2.0499 -2.8496 -1.449 -0.433 -0.636 0.112
H -2.5251 1.9776 -4.4385 -0.067 -0.038 0.286 0.342
H -2.1239 3.5114 -3.5287 -0.479 -0.024 -0.288 0.352
H 0.1659 3.2432 -3.7947 0.226 0.268 -0.294 0.150
H 1.1311 1.4179 -5.4322 0.250 0.256 0.217 0.261
H -0.3828 0.6112 -5.1885 -0.221 -0.343 0.014 0.447
H 1.4824 -0.6874 -2.3883 -0.180 -0.142 -0.418 -0.078
H 2.1007 -0.7408 -3.9812 0.100 0.377 -0.474 0.407
H 0.4329 -1.2392 -3.8285 -0.078 0.329 -0.015 0.338
H -1.2461 2.9036 -6.3850 0.041 -0.530 -0.027 0.281
H -1.1499 4.2581 -5.6026 0.212 0.234 0.424 0.309
```
Forces are in eV/Å.

total energy = -39323.25383 eV
charge = 0
highest occupied orbital energy = -8.13 eV
frontier orbital gap = 8.2476 eV
ΔE to the lowest compared entry with this formula, charge and spin = 1151.6 kJ/mol
lowest unoccupied orbital energy = 0.12 eV